Entry from the OMol25 dataset: a molecular structure, C19H18AsClINO3PtS in a non-equilibrium geometry (the ωB97M-V functional and the def2-TZVPD basis).

maximum force	2.40	eV Å⁻¹
HOMO level (alpha / beta)	-7.516 / -7.564	eV
gap between HOMO and LUMO (alpha / beta)	6.1 / 5.9	eV

The geometry in XYZ format:
```
46
Properties=species:S:1:pos:R:3:nbo_charge:R:1
Pt 0.1553 -1.4879 -0.7906 0.59
Cl 4.3643 -2.7452 4.6116 0.00
C 3.6485 -2.6359 3.0369 -0.06
C 4.4490 -2.6731 1.9163 -0.22
C 3.8827 -2.6590 0.6534 -0.22
I 5.1026 -2.7144 -1.0545 0.16
C 2.4985 -2.6151 0.4264 0.31
O 1.9847 -2.6798 -0.7351 -0.69
C 1.6895 -2.4354 1.6101 0.17
N 0.3794 -2.1859 1.4214 -0.50
C -0.4253 -2.0707 2.4545 0.06
C 0.0270 -2.1768 3.7744 -0.27
C 1.3661 -2.3592 4.0026 -0.12
C 2.2539 -2.4866 2.9152 -0.12
H 5.5220 -2.7120 2.0145 0.24
H -1.4712 -1.8883 2.2406 0.19
H -0.6788 -2.1174 4.5884 0.23
H 1.7574 -2.3980 5.0063 0.24
C -3.3799 -2.4146 -1.1821 -0.94
As -2.1142 -0.9217 -1.2814 1.05
C -3.0534 0.3689 -0.1460 -0.94
C -2.5712 -0.2278 -3.0530 -0.95
H -4.3893 -2.0646 -1.4064 0.23
H -3.3634 -2.8533 -0.1840 0.24
H -3.0977 -3.1873 -1.8976 0.24
H -4.1126 0.3787 -0.4061 0.23
H -2.6391 1.3694 -0.2800 0.25
H -2.9442 0.0867 0.9004 0.23
H -3.6490 -0.3156 -3.2197 0.23
H -2.0448 -0.7910 -3.8234 0.25
H -2.2840 0.8222 -3.1315 0.24
O -0.3604 6.3927 -2.0180 -0.67
C -0.7708 5.5300 -1.0633 0.76
O -1.5380 5.8776 -0.2066 -0.56
C -0.1962 4.1625 -1.1451 -0.13
C 0.0897 3.4847 0.0423 -0.18
C 0.6791 2.2403 0.0084 -0.23
C 0.9506 1.6224 -1.2177 -0.19
S 1.8558 0.1357 -1.2636 -0.09
C 0.6122 2.2747 -2.4088 -0.22
C 0.0587 3.5375 -2.3690 -0.23
H 0.3150 6.0105 -2.5927 0.49
H -0.1173 3.9745 0.9819 0.23
H 0.9483 1.7268 0.9201 0.23
H 0.8075 1.7854 -3.3531 0.23
H -0.1982 4.0349 -3.2962 0.21
```